Record 1
{
  "formula": "C26H50ClN5O14",
  "method": "ωB97M-V with the def2-TZVPD basis set",
  "symbols": ["Cl", "O", "O", "O", "O", "O", "O", "O", "O", "O", "O", "O", "O", "O", "O", "N", "N", "N", "N", "N", "C", "C", "C", "C", "C", "C", "C", "C", "C", "C", "C", "C", "C", "C", "C", "C", "C", "C", "C", "C", "C", "C", "C", "C", "C", "C", "H", "H", "H", "H", "H", "H", "H", "H", "H", "H", "H", "H", "H", "H", "H", "H", "H", "H", "H", "H", "H", "H", "H", "H", "H", "H", "H", "H", "H", "H", "H", "H", "H", "H", "H", "H", "H", "H", "H", "H", "H", "H", "H", "H", "H", "H", "H", "H", "H", "H"],
  "coordinates": [[2.91, -1.69, 2.07], [3.97, 3.83, 6.70], [1.23, 1.86, -5.25], [-6.06, 0.20, -0.45], [-1.76, 1.71, -0.09], [2.42, 2.60, 1.68], [1.90, -2.34, 1.27], [3.98, -1.08, 1.29], [5.20, 2.07, 2.63], [3.55, -2.63, 2.96], [-1.83, 2.52, -2.99], [2.35, -0.70, 2.91], [-6.15, 0.82, -3.17], [1.24, 3.64, 5.98], [2.51, 1.50, -2.16], [4.50, 1.46, -0.29], [0.99, 0.86, 0.00], [0.86, 3.56, -3.07], [-0.59, -1.36, 5.08], [-1.97, -1.66, -5.06], [-5.04, 0.69, -0.96], [-1.76, -2.36, -6.34], [-3.86, 0.97, -0.29], [-0.90, -1.90, -4.08], [-3.89, 1.69, -3.16], [1.03, -3.31, 5.27], [3.66, 3.55, 5.54], [-2.76, 1.52, -0.88], [2.24, 0.97, -4.74], [-1.34, -0.30, 3.01], [-1.44, -0.18, 7.18], [2.84, 2.86, 2.85], [1.89, 3.41, 3.69], [-1.14, -1.22, -2.70], [2.14, 3.58, 5.11], [-5.11, 1.09, -2.55], [2.37, 0.55, -3.19], [-0.43, -1.93, -7.02], [4.25, 2.60, 3.36], [-1.80, -0.96, 4.32], [-0.15, -2.69, 4.53], [4.60, 2.92, 4.63], [-3.26, -1.96, -4.49], [-3.48, -3.44, -4.10], [-2.82, 1.93, -2.35], [-0.91, -1.48, 6.51], [-2.77, -3.80, -3.35], [-0.49, -2.35, -8.03], [-0.92, 0.72, 6.84], [0.92, 3.69, 3.31], [-0.02, -1.48, -4.55], [-0.05, -1.86, 7.06], [-1.60, -2.32, 6.56], [5.60, 2.74, 5.00], [4.08, 2.08, 0.39], [1.26, 4.43, -2.74], [-0.72, -0.93, 2.37], [-3.46, -1.27, -3.66], [-3.45, -4.14, -4.93], [-0.10, 3.35, -2.82], [-2.27, -0.16, 4.89], [5.45, 1.67, -0.56], [-1.07, -3.28, 4.52], [2.18, 0.01, -5.26], [-1.33, -0.25, 8.26], [-4.45, -3.47, -3.60], [-2.11, 0.05, 2.32], [1.57, 0.92, -0.83], [-2.52, -2.01, -7.04], [3.20, 1.35, -5.11], [-3.81, 0.74, 0.76], [4.50, 0.58, 0.21], [3.92, 1.42, -1.11], [0.45, -2.27, -6.48], [1.56, -0.13, -2.95], [1.43, 2.80, -2.73], [-0.66, -2.96, -3.97], [0.21, -2.52, 3.51], [-3.95, -1.70, -5.28], [1.34, 1.51, 0.68], [-2.50, -0.03, 6.97], [0.04, 1.11, -0.23], [1.89, -2.67, 5.45], [1.12, 3.44, -4.04], [-3.90, 2.02, -4.19], [0.96, -0.07, 0.38], [-0.33, -1.31, -1.98], [-1.99, -1.70, -2.22], [-1.41, -0.18, -2.86], [-0.39, -0.85, -7.14], [-0.71, 0.57, 3.21], [-1.71, -3.44, -6.26], [-2.51, -1.79, 4.24], [3.18, -0.17, -3.11], [1.33, -4.17, 4.67], [0.80, -3.69, 6.27]],
  "homo_lumo_gap_ev": 5.21,
  "total_energy_ha": -2807.479891,
  "total_charge": -4,
  "e_homo_ha": 0.0801,
  "multiplicity": 1
}

***

Record 2
{
  "formula": "C7H12O",
  "method": "ωB97M-V with the def2-TZVPD basis set",
  "symbols": ["O", "C", "C", "C", "C", "C", "C", "C", "H", "H", "H", "H", "H", "H", "H", "H", "H", "H", "H", "H"],
  "coordinates": [[-2.82, -0.54, -0.07], [1.10, -0.20, 0.08], [-1.61, -2.65, -0.33], [-2.25, -1.54, -0.18], [0.08, 1.13, -1.74], [1.46, -0.55, 1.49], [0.49, 0.92, -0.31], [0.14, 2.04, 0.62], [-0.68, 2.62, 0.23], [2.40, -0.08, 1.79], [0.52, 0.39, -2.40], [1.00, 2.70, 0.75], [-0.54, -2.66, -0.40], [0.36, 2.12, -2.09], [1.58, -1.63, 1.59], [-2.12, -3.59, -0.37], [1.34, -0.94, -0.66], [-0.13, 1.65, 1.60], [-1.01, 1.04, -1.81], [0.69, -0.23, 2.19]],
  "homo_lumo_gap_ev": 9.81,
  "total_energy_ha": -349.103878,
  "smiles": "CC=C(C)C.C=C=O",
  "total_charge": 0,
  "e_homo_ha": -0.3266,
  "multiplicity": 1,
  "e_above_lowest_ev": 1.218
}

***

Record 3
{
  "formula": "C14H24N2O13P",
  "method": "ωB97M-V with the def2-TZVPD basis set",
  "symbols": ["P", "O", "O", "O", "O", "O", "O", "O", "O", "O", "O", "O", "O", "O", "N", "N", "C", "C", "C", "C", "C", "C", "C", "C", "C", "C", "C", "C", "C", "C", "H", "H", "H", "H", "H", "H", "H", "H", "H", "H", "H", "H", "H", "H", "H", "H", "H", "H", "H", "H", "H", "H", "H", "H"],
  "coordinates": [[-1.49, 3.47, 6.49], [-2.05, 3.14, 4.99], [-1.93, 1.45, 0.58], [0.65, -0.49, -6.60], [-2.29, 3.53, 2.42], [-1.57, 2.21, 7.28], [-0.36, -1.34, 4.28], [-2.34, 4.52, 7.12], [-1.77, 0.38, 5.53], [-0.46, -0.75, 1.26], [-0.09, 3.96, 6.38], [1.99, 2.27, -3.28], [3.17, 0.75, -2.18], [1.56, -3.79, -2.27], [0.59, -3.68, -4.27], [0.73, -0.98, -4.44], [2.08, 1.28, -2.51], [-0.25, -0.06, 3.63], [-1.22, 1.40, 1.83], [2.83, -0.79, -5.71], [0.32, -5.11, -4.40], [-1.07, -0.03, 2.33], [-1.99, 2.20, 2.87], [-1.18, 2.34, 4.16], [1.35, -1.57, -3.23], [-0.74, 0.95, 4.71], [1.32, -0.72, -5.60], [0.78, -0.89, -1.97], [1.18, -3.11, -3.21], [0.77, 0.65, -2.00], [-2.24, 2.38, 0.50], [-1.84, 1.05, 6.30], [0.02, -5.35, -5.42], [-0.27, 2.91, 3.95], [1.37, -1.22, -1.11], [3.13, -0.50, -6.71], [3.25, -0.08, -4.99], [-0.23, 1.85, 1.69], [0.30, -3.06, -5.01], [0.57, 1.02, -0.99], [0.79, 0.15, 3.38], [-2.93, 1.68, 3.09], [1.23, -5.67, -4.15], [0.12, 1.13, 5.37], [-0.25, -1.23, -1.82], [-2.44, 4.01, 3.27], [-0.05, 0.97, -2.64], [2.42, -1.38, -3.23], [-0.78, -0.32, 0.44], [-2.07, -0.45, 2.53], [-0.47, -5.39, -3.71], [3.17, -1.79, -5.48], [-1.03, -1.17, 4.98], [-0.25, -0.74, -4.38]],
  "homo_lumo_gap_ev": 3.63,
  "total_energy_ha": -1977.006699,
  "total_charge": -3,
  "e_homo_ha": 0.0547,
  "multiplicity": 1
}

***

Record 4
{
  "formula": "C26H37GeIrN4",
  "method": "ωB97M-V with the def2-TZVPD basis set",
  "symbols": ["Ir", "Ge", "N", "N", "N", "N", "C", "C", "C", "C", "C", "C", "C", "C", "C", "C", "C", "C", "C", "C", "C", "C", "C", "C", "C", "C", "C", "C", "C", "C", "C", "C", "H", "H", "H", "H", "H", "H", "H", "H", "H", "H", "H", "H", "H", "H", "H", "H", "H", "H", "H", "H", "H", "H", "H", "H", "H", "H", "H", "H", "H", "H", "H", "H", "H", "H", "H", "H", "H"],
  "coordinates": [[1.25, -0.51, 0.28], [-1.42, 0.92, 0.28], [2.34, 1.02, -0.39], [0.62, -1.56, -1.42], [2.95, -1.52, -0.08], [2.05, -0.12, 2.13], [1.43, -2.64, -1.62], [3.69, -0.79, -1.17], [2.11, 0.66, 4.38], [-2.38, -0.77, 1.06], [-4.83, 1.12, 3.42], [3.26, -0.09, 4.62], [-2.91, 1.56, -2.29], [-4.66, 0.22, -3.52], [3.51, 0.68, -0.97], [4.40, 1.64, -1.40], [2.03, 2.32, -0.21], [-4.05, 0.55, -2.17], [2.49, -2.86, -0.57], [-0.38, -1.33, -2.28], [0.20, -3.24, -3.58], [2.87, 3.32, -0.63], [3.78, -1.61, 1.19], [-4.30, 0.67, 2.06], [3.18, -0.83, 2.35], [-2.36, 2.07, -0.96], [-0.63, -2.16, -3.36], [1.25, -3.49, -2.69], [1.53, 0.61, 3.13], [-2.90, 0.06, 2.22], [4.08, 2.98, -1.24], [3.80, -0.84, 3.58], [4.70, -1.43, 3.73], [0.04, -3.90, -4.42], [-4.07, 1.64, 4.00], [-4.27, 1.52, 1.38], [3.89, -2.66, 1.45], [5.33, 1.34, -1.86], [-5.66, 1.81, 3.29], [-3.68, -0.37, -1.70], [-3.19, 2.41, -0.30], [3.26, -1.09, -2.12], [-5.26, 1.06, -3.89], [-0.88, 1.86, 1.40], [0.64, 1.18, 2.91], [-2.10, 1.15, -2.91], [-3.10, -0.99, 0.27], [-3.89, 0.01, -4.27], [-5.32, -0.65, -3.46], [-4.81, 0.96, -1.50], [4.77, -1.22, 0.97], [3.35, -3.42, -0.96], [2.59, 4.35, -0.47], [-3.25, 2.44, -2.84], [1.91, -4.33, -2.83], [2.09, -3.41, 0.28], [-1.00, -0.46, -2.10], [-1.46, -1.94, -4.02], [3.74, -0.08, 5.59], [1.10, 2.54, 0.31], [-2.20, 0.81, 2.64], [4.74, -1.10, -1.16], [-4.96, -0.07, 1.62], [1.67, 1.26, 5.16], [-1.72, 2.96, -1.07], [-5.19, 0.28, 4.01], [-1.71, -1.60, 1.24], [-2.85, -0.68, 3.04], [4.76, 3.75, -1.57]],
  "homo_lumo_gap_ev": 5.84,
  "total_energy_ha": -3411.613779,
  "total_charge": 4,
  "e_homo_ha": -0.7740,
  "multiplicity": 1
}

***

Record 5
{
  "formula": "C5H6O",
  "method": "ωB97M-V with the def2-TZVPD basis set",
  "symbols": ["O", "C", "C", "C", "C", "C", "H", "H", "H", "H", "H", "H"],
  "coordinates": [[-0.29, -0.77, -0.45], [-1.99, 0.89, -0.32], [2.73, -0.16, 1.08], [1.89, -0.78, 0.45], [0.88, -1.40, -0.28], [-0.69, 0.31, 0.11], [3.50, 0.37, 1.59], [-0.03, 0.77, 0.85], [-2.36, 0.37, -1.21], [-2.75, 0.83, 0.47], [-1.87, 1.95, -0.56], [0.96, -2.31, -0.85]],
  "homo_lumo_gap_ev": [7.30, 8.13],
  "total_energy_ha": -269.181393,
  "total_charge": 0,
  "e_homo_ha": [-0.2572, -0.2641],
  "multiplicity": 1,
  "e_above_lowest_ev": 4.486
}

***

Record 6
{
  "formula": "C5H10N",
  "method": "ωB97M-V with the def2-TZVPD basis set",
  "symbols": ["N", "C", "C", "C", "C", "C", "H", "H", "H", "H", "H", "H", "H", "H", "H", "H"],
  "coordinates": [[-0.98, -0.27, 0.06], [-3.43, -0.04, -0.38], [1.90, -1.18, 0.56], [1.50, 1.25, -0.33], [-2.09, -0.27, -0.19], [1.20, -0.17, -0.26], [1.68, 1.79, 0.53], [-4.09, 0.22, 0.43], [2.66, -1.59, -0.13], [-3.31, 0.81, -0.97], [0.82, -0.62, -1.17], [2.40, -0.84, 1.40], [0.80, 1.73, -1.00], [-3.75, -0.83, -1.05], [1.31, -2.16, 0.63], [2.53, 1.18, -0.81]],
  "homo_lumo_gap_ev": 11.49,
  "total_energy_ha": -250.924976,
  "total_charge": 1,
  "e_homo_ha": -0.5991,
  "multiplicity": 1,
  "e_above_lowest_ev": 2.186
}

***

Record 7
{
  "formula": "C5H39NO13S",
  "method": "ωB97M-V with the def2-TZVPD basis set",
  "symbols": ["S", "O", "O", "O", "O", "O", "O", "O", "O", "O", "O", "O", "O", "O", "N", "C", "C", "C", "C", "C", "H", "H", "H", "H", "H", "H", "H", "H", "H", "H", "H", "H", "H", "H", "H", "H", "H", "H", "H", "H", "H", "H", "H", "H", "H", "H", "H", "H", "H", "H", "H", "H", "H", "H", "H", "H", "H", "H", "H"],
  "coordinates": [[-2.43, 0.97, 3.60], [-0.25, 3.56, 0.20], [-2.91, 1.43, -2.38], [-1.14, -2.86, -0.74], [2.44, -1.57, 1.02], [-0.43, 0.50, -4.57], [-1.28, -3.55, -3.28], [-0.93, 3.23, -2.30], [-0.27, -2.48, 3.59], [1.58, 2.63, 1.68], [4.55, 0.24, 1.60], [1.40, 0.59, 3.28], [1.51, -3.26, -0.90], [0.03, -3.91, 1.39], [-0.50, 0.37, -0.88], [0.99, 0.26, -1.03], [1.57, 1.09, -2.22], [-2.44, 0.78, 0.80], [-0.97, 0.23, 0.61], [-2.32, 1.80, 1.90], [-0.98, -3.41, -2.42], [-2.16, -3.54, -3.22], [2.07, 3.40, 1.81], [-1.37, 1.43, 4.21], [-0.41, 4.52, 0.12], [-0.47, -3.25, -0.22], [-1.05, -0.85, 0.81], [-0.03, -0.10, -3.81], [-1.80, 2.75, -2.31], [-0.29, 2.80, -2.83], [-0.26, 0.69, 1.39], [-1.08, -0.10, -4.91], [1.26, -0.88, -1.22], [4.71, -0.61, 1.80], [0.98, 0.69, -3.07], [-1.50, 2.48, 1.88], [1.56, -3.65, -0.02], [2.36, 0.54, 3.53], [-0.77, 1.21, -1.31], [2.16, -2.17, 0.27], [2.20, -3.69, -1.36], [-0.87, -4.22, 1.38], [-2.88, 1.28, -3.44], [-3.07, 0.57, -1.97], [0.34, -1.79, 3.17], [3.52, 0.13, 1.50], [-1.04, -1.88, -0.62], [1.45, 0.45, 0.03], [0.18, -3.44, 2.26], [2.65, 0.92, -2.29], [-2.83, 1.23, -0.11], [1.41, 1.41, 2.70], [1.77, -0.99, 1.48], [0.24, -2.84, 4.33], [-3.17, 2.67, 1.89], [0.99, 2.90, 0.97], [-3.10, -0.15, 1.08], [1.50, 2.07, -2.06], [-0.41, 3.38, -0.79]],
  "homo_lumo_gap_ev": 8.84,
  "total_energy_ha": -1644.835791,
  "total_charge": 0,
  "e_homo_ha": -0.3219,
  "multiplicity": 1,
  "e_above_lowest_ev": 2.409
}

***

Record 8
{
  "formula": "C7H11O2P",
  "method": "ωB97M-V with the def2-TZVPD basis set",
  "symbols": ["P", "O", "O", "C", "C", "C", "C", "C", "C", "C", "H", "H", "H", "H", "H", "H", "H", "H", "H", "H", "H"],
  "coordinates": [[2.44, 0.52, 0.38], [2.78, -0.93, -0.23], [3.52, 1.42, -0.04], [0.10, -1.19, -1.13], [0.90, -1.76, -0.08], [-0.73, 0.99, -0.11], [-1.69, 0.19, 0.83], [0.03, 0.36, -1.03], [0.79, -2.65, 0.86], [-0.90, 2.53, -0.01], [1.34, -2.81, 1.80], [-0.31, -3.01, 0.78], [0.37, -1.41, -2.20], [-1.60, 2.92, 0.56], [0.02, 3.05, 0.16], [-0.92, -1.66, -0.95], [-1.29, 2.79, -1.01], [0.66, 0.89, -1.67], [-2.53, 0.66, 1.16], [-0.93, -0.17, 1.52], [-2.04, -0.70, 0.40]],
  "homo_lumo_gap_ev": 8.33,
  "total_energy_ha": -765.023992,
  "total_charge": 0,
  "e_homo_ha": -0.3194,
  "multiplicity": 1,
  "e_above_lowest_ev": 2.002
}